Below is a molecular structure, C4F16K4N2O20S8, with properties calculated with ωB97M-V/def2-TZVPD.

HOMO (eV): -5.0
Gap between HOMO and LUMO (eV): 5.22
Energy above the lowest of the compared OMol25 structures with the same formula, charge and spin (eV): 8.989
E_LUMO (eV): 0.211
Net charge: -2

Atoms and positions in Å:
K  -9.81734  -13.71174  0.06428
K  -3.81789  -7.94165  -3.76805
K  -11.72349  -5.38514  0.23623
K  -5.13456  -2.90138  3.65640
N  -11.54843  -15.60128  6.37899
S  -10.20862  -14.56600  6.76418
O  -9.04090  -15.20036  7.41117
O  -10.50547  -13.23559  7.29028
F  -9.72221  -14.10916  5.27386
S  -12.26409  -15.14997  7.65633
O  -13.34546  -14.23252  7.33320
O  -11.59826  -14.92681  8.94148
F  -12.98102  -16.59106  7.87621
N  -15.04758  -8.72472  5.74452
S  -15.16358  -7.17654  6.46198
O  -15.05400  -5.98796  5.65272
O  -14.83313  -6.99345  7.85269
F  -16.74094  -7.44146  6.68176
S  -13.52280  -8.43389  5.52778
O  -12.66440  -8.45533  6.65926
O  -13.24293  -7.51972  4.43626
F  -13.12172  -9.82923  4.88310
C  -7.42402  -0.85871  -1.47025
F  -7.29348  -2.18355  -1.30477
F  -6.94659  -0.33151  -0.37815
F  -6.74817  -0.45373  -2.47925
S  -9.31824  -0.36631  -1.60189
O  -9.88496  -0.84739  -0.33629
O  -9.27314  1.12129  -1.64305
O  -9.81925  -1.06981  -2.74204
C  -10.48754  -9.08942  -5.89229
F  -9.80303  -9.68511  -6.85466
F  -10.48567  -7.72488  -6.10870
F  -11.75158  -9.53893  -5.92945
S  -9.71774  -9.44492  -4.13738
O  -9.84453  -10.86687  -3.87979
O  -8.30037  -9.07545  -4.24973
O  -10.44410  -8.59465  -3.18701
C  -2.89176  -14.80345  -1.87999
F  -3.01509  -15.99275  -1.19744
F  -1.57633  -14.51300  -1.91511
F  -3.31232  -14.93086  -3.16681
S  -3.91384  -13.53428  -1.01423
O  -3.64855  -12.25557  -1.72273
O  -5.29177  -13.99455  -1.14734
O  -3.42132  -13.52965  0.36303
C  -7.88755  -9.07229  2.31869
F  -7.22534  -10.19621  2.02066
F  -9.09227  -8.88184  1.72722
F  -8.13602  -9.08343  3.64668
S  -6.80021  -7.51580  1.87868
O  -5.98343  -7.26466  3.06024
O  -5.98462  -7.78247  0.68811
O  -7.73761  -6.35978  1.69461



Below is C4F4 in the gas phase, with properties calculated with ωB97M-V/def2-TZVPD.

HOMO (eV): -11.6
Gap between HOMO and LUMO (eV): 10.54
Energy above the lowest of the compared OMol25 structures with the same formula, charge and spin (eV): 0.000
E_LUMO (eV): -1.064
SMILES string: FC1(F)C2=C1C2(F)F
Net charge: 0

Atoms and positions in Å:
C  0.42096  0.71878  0.40394
C  0.22274  -0.38693  -0.58455
C  0.57227  -0.85016  0.71011
C  -0.56335  0.79894  -0.74598
F  1.79167  -1.27732  0.96412
F  -0.26876  -1.47244  1.52948
F  -1.88026  0.85211  -0.52665
F  -0.29528  1.61703  -1.75047



Below is 2 unconnected molecules or ions with the total composition C4F5N, with properties calculated with ωB97M-V/def2-TZVPD.

HOMO (spin up / spin down) (eV): -10.3 / -10.2
Gap between HOMO and LUMO (spin up / spin down) (eV): 7.57 / 7.49
Energy above the lowest of the compared OMol25 structures with the same formula, charge and spin (eV): 5.877
E_LUMO (spin up / spin down) (eV): -2.721 / -2.749
Net charge: 0

Atoms and positions in Å:
C  1.39936  -0.47595  -0.24165
C  0.16523  -0.73342  -0.35324
C  0.61681  1.99070  0.71666
C  -1.21198  -1.08084  -0.66321
N  2.61524  -0.37669  -0.34201
F  -0.62534  2.43081  0.71734
F  1.41724  2.99615  1.07796
F  -2.10088  -0.15883  -0.17901
F  -1.59709  -2.31504  -0.29348
F  -1.44953  -1.03898  -1.96716



Below is 2 unconnected molecules or ions with the total composition C4F7NO3, with properties calculated with ωB97M-V/def2-TZVPD.

HOMO (spin up / spin down) (eV): -11.3 / -11.3
Gap between HOMO and LUMO (spin up / spin down) (eV): 9.11 / 9.11
Energy above the lowest of the compared OMol25 structures with the same formula, charge and spin (eV): 1.319
E_LUMO (spin up / spin down) (eV): -2.239 / -2.239
Net charge: 0

Atoms and positions in Å:
C  0.08749  0.10369  -0.78858
C  0.46797  -1.10169  0.07620
C  1.20580  0.96860  -0.19501
C  1.44094  -0.15623  0.87915
N  -2.68083  0.19540  -0.11862
O  -3.56985  0.70939  0.46782
O  -2.65613  -0.75275  -0.81924
O  -1.53143  0.87595  0.09591
F  -0.20812  0.05326  -2.04629
F  1.11304  -2.04155  -0.62786
F  -0.49049  -1.69328  0.77890
F  2.23964  1.09625  -1.04149
F  0.89879  2.17569  0.25292
F  2.69475  -0.59009  0.99406
F  0.98842  0.15739  2.09211



Below is C4H10 in the gas phase, with properties calculated with ωB97M-V/def2-TZVPD.

HOMO (eV): -10.7
Gap between HOMO and LUMO (eV): 12.00
Energy above the lowest of the compared OMol25 structures with the same formula, charge and spin (eV): 0.760
E_LUMO (eV): 1.300
SMILES string: CCCC
Net charge: 0

Atoms and positions in Å:
C  0.29319  1.87405  0.45148
C  -0.15025  -1.82742  -0.62929
C  -0.63302  -0.42865  -0.24373
C  0.44233  0.36188  0.47025
H  0.15651  2.26953  -0.55545
H  1.23806  2.26404  0.81672
H  -0.56655  2.15473  1.12166
H  -0.95200  -2.49238  -0.96332
H  0.10036  -2.30654  0.36838
H  0.68713  -1.71028  -1.29263
H  -1.54889  -0.23272  0.38239
H  -0.99301  0.00119  -1.20868
H  0.72976  -0.11621  1.42431
H  1.36929  0.23870  -0.20409



Below is a molecular structure, C4H10, with properties calculated with ωB97M-V/def2-TZVPD.

HOMO (spin up / spin down) (eV): -7.6 / -7.5
Gap between HOMO and LUMO (spin up / spin down) (eV): 8.42 / 8.13
Energy above the lowest of the compared OMol25 structures with the same formula, charge and spin (eV): 5.190
E_LUMO (spin up / spin down) (eV): 0.769 / 0.650
Net charge: 0

Atoms and positions in Å:
C  -0.02097  -0.00285  -1.43554
C  0.27215  0.21567  -0.07682
C  0.78471  -0.85787  0.77135
C  -0.55183  1.25637  0.65284
H  -1.10740  -1.52928  -0.60585
H  -0.51690  0.78002  -1.99943
H  0.53173  -0.73818  -2.01334
H  1.40366  0.45564  -0.04380
H  0.99706  -0.63764  1.81749
H  1.37566  -1.65858  0.33122
H  -0.84643  -1.80471  0.09618
H  -0.66441  2.16141  0.05124
H  -0.11359  1.52826  1.61822
H  -1.54343  0.83175  0.83626



Below is 2 unconnected molecules or ions with the total composition C4H10, with properties calculated with ωB97M-V/def2-TZVPD.

HOMO (eV): -7.8
Gap between HOMO and LUMO (eV): 8.08
Energy above the lowest of the compared OMol25 structures with the same formula, charge and spin (eV): 4.335
E_LUMO (eV): 0.268
SMILES string: C=CC.C
Net charge: 0

Atoms and positions in Å:
C  -2.69542  2.45988  -0.66767
H  -3.21939  2.49251  0.38253
H  -2.55653  3.46627  -1.02924
H  -3.26767  1.64475  -1.23832
H  -1.80767  1.88896  -0.40327
C  0.35437  -1.48219  0.42819
C  1.76870  -1.69547  0.66939
C  2.77887  -1.14437  -0.12886
H  -0.05605  -0.47162  0.76165
H  -0.00088  -1.52263  -0.60331
H  -0.21242  -2.17553  1.03684
H  2.18839  -1.96112  1.57965
H  3.73480  -1.48130  -0.55091
H  2.99090  -0.01814  -0.23668



Below is a molecular structure, C4H10AgB3ClO8P2, with properties calculated with ωB97M-V/def2-TZVPD.

HOMO (spin up / spin down) (eV): -17.2 / -17.2
Multiplicity: 2
Gap between HOMO and LUMO (spin up / spin down) (eV): 9.36 / 6.75
E_LUMO (spin up / spin down) (eV): -7.817 / -10.406
Net charge: +2

Atoms and positions in Å:
O  4.04130  -0.62501  0.60814
C  3.19933  -0.11701  -0.12869
O  3.37275  -0.01437  -1.43419
C  1.87729  0.40642  0.34747
C  1.26710  -0.50290  1.41586
C  0.80206  -1.84878  0.83506
B  -0.50926  -1.77945  -0.02555
O  -0.64846  -2.66637  -1.08325
B  -1.52574  -2.19761  -2.02732
Cl  -1.15680  -1.95652  -3.69795
O  -2.76652  -1.73000  -1.53292
B  -2.46177  -0.70101  -0.71662
P  -3.37760  1.00153  -1.10407
P  -2.64235  2.75891  0.03811
O  -2.55296  3.93578  -0.79989
O  -1.24189  2.32438  0.66134
O  -3.67472  2.79515  1.20444
O  -1.54887  -0.86020  0.26957
H  4.31248  -0.10429  -1.65114
H  1.24023  0.40546  -0.53904
H  2.00672  1.41989  0.71340
H  0.47291  0.02120  1.93445
H  2.05643  -0.71606  2.12950
H  0.68371  -2.57116  1.63695
H  1.57038  -2.19044  0.14322
H  -4.72533  0.81107  -0.73484
H  -0.70629  1.93972  -0.04272
H  -3.41148  3.43659  1.88575
Ag  6.04736  -0.67494  1.69491



Below is 2 unconnected molecules or ions with the total composition C4H10BClN2, with properties calculated with ωB97M-V/def2-TZVPD.

HOMO (eV): -7.9
Gap between HOMO and LUMO (eV): 5.10
Energy above the lowest of the compared OMol25 structures with the same formula, charge and spin (eV): 1.721
E_LUMO (eV): -2.758
Net charge: 0

Atoms and positions in Å:
C  -1.73220  -0.87090  0.21388
N  -0.46094  -1.57975  0.35672
C  -0.38585  -3.02013  0.13669
C  0.67859  -0.87563  0.72202
Cl  2.20905  -1.66156  0.89304
H  -2.53301  -1.55392  -0.06358
H  -1.98897  -0.39151  1.15798
H  -1.63729  -0.10712  -0.55723
H  -1.35948  -3.42696  -0.13110
H  0.31668  -3.23147  -0.66863
H  -0.03753  -3.51225  1.04413
H  0.61576  0.17660  0.90661
H  0.90853  1.91784  -0.65367
B  1.03925  3.02699  -1.03413
H  2.04193  3.09587  -1.65523
H  0.13774  3.29080  -1.75086
C  1.07696  3.96205  0.12582
N  1.11080  4.76105  0.95752



Below is 2 unconnected molecules or ions with the total composition C4H10BrCl2N2OP, with properties calculated with ωB97M-V/def2-TZVPD.

HOMO (eV): -9.4
Gap between HOMO and LUMO (eV): 9.93
Energy above the lowest of the compared OMol25 structures with the same formula, charge and spin (eV): 1.647
E_LUMO (eV): 0.571
Net charge: 0

Atoms and positions in Å:
C  1.97886  1.18882  1.51596
C  -1.50950  -1.57924  -1.28862
C  0.64896  1.73757  1.93496
C  -2.56200  -0.50719  -0.86871
N  1.90821  0.21411  0.40639
N  -0.07861  -0.99413  -1.23012
O  -0.16112  -1.37675  1.31321
P  0.50361  -0.60008  0.26226
Cl  -0.61008  1.71481  0.65427
Cl  -2.45378  1.06268  -1.89649
Br  2.81526  -1.18241  -2.35181
H  2.39778  0.77551  2.50857
H  2.41824  2.01365  0.98330
H  -1.65988  -1.75306  -2.32383
H  -1.39926  -2.52799  -0.73171
H  0.77162  2.76601  2.23966
H  0.02670  1.07336  2.65453
H  -2.37408  -0.05782  0.16497
H  -3.56331  -0.93257  -1.01322
H  2.81526  -0.72415  -1.01362
H  0.08714  -0.31111  -1.91995



Below is C4H10Cl2N2Si in the gas phase, with properties calculated with ωB97M-V/def2-TZVPD.

HOMO (eV): -9.1
Gap between HOMO and LUMO (eV): 9.67
Energy above the lowest of the compared OMol25 structures with the same formula, charge and spin (eV): 0.000
E_LUMO (eV): 0.596
SMILES string: CC1(C)CN[Si](Cl)(Cl)N1
Net charge: 0

Atoms and positions in Å:
C  0.08355  -0.43355  1.17807
C  0.47666  -0.03830  -0.27328
C  1.67455  -0.93517  -0.52403
C  0.92316  1.45627  -0.50459
N  -1.25915  -0.07705  1.54551
N  -0.76683  -0.38513  -0.98062
Si  -2.25358  -0.13565  0.14791
Cl  -3.64670  -1.61415  -0.29086
Cl  -3.13769  1.72896  -0.12382
H  0.35385  -1.53453  1.30573
H  0.84111  0.11580  1.74090
H  1.65283  -0.97159  -1.66711
H  1.59687  -1.89032  -0.17364
H  2.61024  -0.54770  -0.22828
H  1.49245  1.48264  -1.38271
H  1.57040  1.76377  0.22382
H  0.01507  2.11352  -0.50797
H  -1.49308  0.03388  2.49523
H  -0.73371  -0.13170  -1.98024



Below is a molecular structure, C4H10ClPS, with properties calculated with ωB97M-V/def2-TZVPD.

HOMO (eV): -8.2
Gap between HOMO and LUMO (eV): 8.84
Energy above the lowest of the compared OMol25 structures with the same formula, charge and spin (eV): 0.754
E_LUMO (eV): 0.591
Net charge: 0

Atoms and positions in Å:
C  0.69473  2.26196  0.14520
C  1.01292  -2.13450  -0.03954
C  -0.05567  1.49077  1.22368
C  0.13819  -1.95579  -1.22359
P  -1.55936  0.18112  0.08774
S  -0.44099  -0.25200  -1.62966
Cl  -2.45840  1.82197  -0.74661
H  0.06030  2.52300  -0.69543
H  1.17235  3.21416  0.38783
H  1.38899  1.43610  -0.25004
H  1.04193  -3.17448  0.27277
H  1.98071  -1.74214  -0.00315
H  0.50545  -1.52012  0.83700
H  -0.90921  2.06735  1.75428
H  0.55233  0.77395  1.69155
H  -0.81553  -2.44226  -1.20044
H  0.66151  -2.09994  -2.13792



Result set for M: 1112.9; 124.0; 157.0; 243.0; 58.1; 58.1; 58.1; 423.8; 132.4; 283.9; 185.1; 156.6 g/mol, one per record in the order listed.
Result set for DFT total energy: -243538.8043; -15012.5730; -19218.4896; -30795.8619; -4309.6015; -4305.1720; -4306.0268; -57810.7779; -20485.1871; -113713.5616; -40216.5884; -36955.9303 eV, one per record in the order listed.